This record from OMol25 describes C19H39Br14NO2P as an isolated structure in a non-equilibrium geometry. The level of theory is ωB97M-V with the def2-TZVPD basis set.

The geometry in XYZ format:
```
76
C19H39Br14NO2P, DFT ωB97M-V with the def2-TZVPD basis set
C 1.908 2.714 -0.151
P 1.764 2.475 1.737
C 3.138 1.176 2.100
N 2.440 3.960 2.353
C 1.988 4.164 3.763
C 2.745 5.328 4.480
O 4.093 5.052 4.925
C 4.541 3.698 4.622
O 4.776 2.845 5.584
H 1.052 3.350 -0.506
H 1.884 1.719 -0.659
H 2.870 3.274 -0.376
H 3.093 0.344 1.340
H 4.119 1.750 2.051
H 2.989 0.831 3.159
H 1.933 3.194 4.357
H 0.896 4.505 3.675
H 2.143 5.725 5.354
H 2.797 6.192 3.742
H 4.690 3.314 3.566
Br -1.361 1.950 1.543
C -2.209 1.749 -0.207
C -2.093 0.335 -0.729
Br -0.315 -0.043 -1.425
H -1.759 2.493 -0.862
H -3.258 2.000 -0.044
H -2.763 0.187 -1.579
H -2.300 -0.419 0.029
Br -2.781 -3.513 -4.924
C -1.594 -3.149 -3.420
C -1.982 -3.956 -2.208
Br -3.551 -3.205 -1.331
H -1.621 -2.075 -3.248
H -0.600 -3.432 -3.767
H -1.193 -3.923 -1.458
H -2.215 -4.994 -2.438
Br -7.859 0.604 -4.001
C -6.642 -0.640 -3.123
C -5.721 0.074 -2.168
Br -4.298 1.005 -3.117
H -6.113 -1.176 -3.909
H -7.287 -1.336 -2.586
H -5.211 -0.641 -1.521
H -6.229 0.815 -1.553
Br 6.230 4.472 5.553
C 7.126 5.466 6.997
C 8.534 4.968 7.220
Br 8.546 3.275 8.189
H 6.492 5.376 7.877
H 7.140 6.509 6.669
H 9.092 5.660 7.852
H 9.082 4.807 6.294
Br -3.412 -7.507 -3.304
C -4.947 -7.994 -4.400
C -5.660 -6.770 -4.915
Br -6.745 -5.942 -3.523
H -5.581 -8.638 -3.792
H -4.535 -8.574 -5.225
H -6.365 -7.041 -5.701
H -4.983 -6.004 -5.287
Br 5.421 6.962 4.447
C 5.726 8.411 3.175
C 7.186 8.785 3.100
Br 7.727 9.849 4.642
H 5.087 9.239 3.476
H 5.382 8.021 2.216
H 7.378 9.421 2.235
H 7.848 7.921 3.064
Br -7.406 -10.294 -6.538
C -6.479 -11.890 -7.163
C -5.250 -12.169 -6.336
Br -3.789 -10.970 -6.810
H -6.260 -11.738 -8.218
H -7.203 -12.698 -7.059
H -4.871 -13.171 -6.537
H -5.417 -12.058 -5.266
```

The net charge is -1. As for the frontier orbital gap: 3.70 eV.